Density functional theory data (ωB97M-V/def2-TZVPD) for 2 unconnected molecules or ions with the total composition C3H10N2OP.

Strongest force on any atom (hartree/bohr): 0.0672
Energy relative to the best compared isomer or geometry (same formula, charge and spin) (kJ/mol): 180.2
Energy (eV): -17582.968
Highest occupied orbital energy (eV): -14.93
Net charge: +1

Each line ends with the Löwdin charge.
Positions of all 17 atoms, in Å:
C1 -3.4983 0.0462 0.0936  -0.0372
C2 2.2837 0.3222 -0.4377  -0.0941
C3 -0.2668 -1.2427 0.4508  -0.1600
N1 -0.4032 0.9964 -1.0915  -0.0401
N2 -4.6763 0.1569 -0.0261  0.0580
O1 0.3991 1.2350 1.3794  -0.1448
P1 0.5335 0.3080 0.0701  0.7279
H1 -0.0895 1.1082 -2.0223  0.0676
H2 2.6789 1.2478 -0.2015  0.0445
H3 2.8762 -0.2256 0.2912  0.0810
H4 2.2585 -0.0706 -1.4121  0.0535
H5 0.1863 -1.9868 -0.0911  0.0192
H6 -0.2113 -1.5661 1.4959  0.0772
H7 -1.3398 -1.2917 -0.0309  0.0632
H8 -1.0481 1.7234 -0.8363  0.0739
H9 -5.6243 0.4404 -0.2951  0.1003
H10 -0.1427 0.8223 2.0841  0.1098